# 1
The following is a DFT calculation (ωB97M-V/def2-TZVPD) of a molecular structure, C28H20CuF12N6O16S4 at a distorted geometry.

Geometry as XYZ:
```
87
Properties=species:S:1:pos:R:3:mulliken_spin:R:1
Cu 21.468 12.368 15.027 0.119
C 19.431 13.527 18.605 0.000
F 19.641 12.308 19.174 0.000
F 18.456 14.013 19.368 0.000
F 20.485 14.364 18.755 0.000
S 19.006 13.461 16.751 -0.009
O 17.526 13.582 16.657 0.000
O 19.824 14.529 16.208 0.000
N 19.810 11.974 16.209 0.010
S 18.621 10.877 16.338 0.000
O 17.500 11.084 17.259 0.003
O 18.157 10.305 15.043 0.005
C 19.641 9.422 17.138 0.000
F 19.860 9.673 18.459 0.000
F 19.025 8.247 17.104 0.000
F 20.808 9.379 16.416 0.000
C 24.802 10.160 15.757 0.000
F 26.085 9.889 15.628 0.000
F 24.003 9.158 15.497 0.000
F 24.459 10.593 16.983 0.000
S 24.432 11.529 14.429 0.001
O 24.452 12.881 15.071 0.000
O 25.508 11.444 13.421 0.000
N 22.734 11.193 13.880 0.004
S 23.021 10.264 12.612 0.002
O 22.998 11.054 11.411 0.001
O 24.012 9.179 12.850 0.001
C 21.285 9.324 12.366 -0.007
F 21.373 8.253 11.457 0.000
F 20.905 8.833 13.477 0.000
F 20.421 10.159 11.794 0.001
C 24.589 17.482 18.903 0.000
C 25.041 16.368 19.695 0.000
C 24.449 15.155 19.345 0.000
C 23.624 14.966 18.279 0.000
C 23.182 16.034 17.490 0.000
C 23.619 17.326 17.881 0.000
N 23.047 13.616 17.895 -0.002
O 23.175 12.654 18.602 0.000
O 22.368 13.483 16.919 0.003
H 24.879 18.503 19.100 0.000
H 25.748 16.517 20.498 0.000
H 24.493 14.407 20.123 0.000
H 22.535 15.900 16.635 0.000
H 23.347 18.138 17.223 0.000
C 22.119 12.126 22.978 0.000
C 22.040 11.744 21.676 0.000
C 21.267 10.652 21.264 0.000
C 20.562 9.980 22.266 0.000
C 20.679 10.368 23.629 0.000
C 21.457 11.429 23.967 0.000
N 19.770 8.785 21.850 0.000
O 18.938 8.533 22.709 0.000
O 19.851 8.213 20.762 0.000
H 22.660 13.011 23.280 0.000
H 22.722 12.245 21.006 0.000
H 21.273 10.278 20.250 0.000
H 20.197 9.862 24.452 0.000
H 21.520 11.861 24.955 0.000
C 12.658 16.786 15.908 0.000
C 13.320 15.663 16.131 0.000
C 14.463 15.660 16.863 0.000
C 14.848 16.852 17.465 0.000
C 14.236 18.053 17.056 0.000
C 13.099 18.057 16.321 0.000
N 15.962 16.813 18.472 0.000
O 16.913 16.049 18.359 0.000
O 15.917 17.784 19.210 0.000
H 11.778 16.705 15.286 0.000
H 13.119 14.704 15.676 0.000
H 14.947 14.739 17.154 0.000
H 14.634 19.015 17.343 0.000
H 12.771 18.995 15.898 0.000
C 15.350 12.927 11.353 0.077
C 16.294 13.319 10.429 -0.042
C 17.603 13.452 10.867 0.095
C 18.008 13.150 12.179 -0.056
C 17.048 12.799 13.087 0.051
C 15.677 12.831 12.702 -0.049
N 19.415 13.210 12.475 0.416
O 19.891 12.490 13.309 0.609
O 20.197 13.792 11.724 0.723
H 14.402 12.576 10.975 0.006
H 15.980 13.286 9.396 -0.002
H 18.309 13.781 10.120 0.006
H 17.324 12.405 14.054 0.035
H 14.923 12.475 13.390 -0.002
```

Computed properties:
- Energy above the lowest of the compared OMol25 structures with the same formula, charge and spin: 154.1 kJ/mol
- Multiplicity: 3
- LUMO (spin up / spin down): 1.2 / -1.3 eV
- Expectation value of S²: 2.017
- Net charge: -1

---

# 2
The following is a DFT calculation (ωB97M-V/def2-TZVPD) of a molecular structure, C28H20F3N2SbSn at a distorted geometry.

Geometry as XYZ:
```
55
Properties=species:S:1:pos:R:3:lowdin_charge:R:1
Sn -0.774 0.263 -2.648 1.088
C -3.115 2.732 0.273 -0.004
C -2.365 3.907 0.327 0.003
C -1.186 4.041 -0.362 0.033
C -0.719 2.928 -1.074 -0.188
N -1.529 1.867 -1.281 -0.126
C -2.722 1.779 -0.624 -0.112
C 0.652 2.880 -1.722 -0.188
C 1.614 3.861 -1.620 0.021
C 2.823 3.724 -2.258 0.024
C 3.092 2.507 -2.872 0.000
C 2.149 1.511 -2.910 -0.091
N 0.938 1.709 -2.352 -0.105
H -4.063 2.660 0.796 0.135
H -2.605 4.682 1.047 0.137
H -0.517 4.862 -0.144 0.127
H -3.274 0.862 -0.796 0.114
H 1.357 4.738 -1.117 0.106
H 3.545 4.536 -2.213 0.142
H 4.045 2.324 -3.322 0.126
H 2.333 0.516 -3.255 0.119
F 5.134 -3.826 -1.245 0.108
C 3.911 -3.384 -0.953 -0.249
C 2.827 -3.553 -1.838 0.028
C 1.650 -2.889 -1.534 -0.155
C 1.464 -2.285 -0.281 -0.381
C 2.529 -2.305 0.643 -0.087
C 3.756 -2.827 0.289 0.011
Sb -0.345 -1.171 -0.058 1.472
C -1.823 -2.568 0.369 -0.416
C -1.512 -3.920 0.331 -0.110
C -2.508 -4.841 0.550 0.031
C -3.836 -4.414 0.723 -0.287
F -4.738 -5.349 0.862 0.133
C -4.156 -3.088 0.857 0.020
C -3.108 -2.171 0.670 -0.137
C -0.171 0.266 1.491 -0.372
C 0.992 1.068 1.314 -0.142
C 1.222 2.079 2.214 0.010
C 0.364 2.174 3.329 -0.244
F 0.656 3.076 4.281 0.093
C -0.757 1.390 3.508 0.015
C -0.995 0.405 2.580 -0.109
H 2.933 -3.983 -2.808 0.121
H 0.788 -2.911 -2.205 0.094
H 2.357 -1.920 1.647 0.114
H 4.563 -2.874 0.959 0.122
H -0.488 -4.236 0.220 0.100
H -2.311 -5.911 0.681 0.142
H -5.204 -2.825 1.078 0.143
H -3.384 -1.090 0.734 0.099
H 1.681 0.936 0.484 0.097
H 2.046 2.759 2.131 0.123
H -1.362 1.524 4.420 0.149
H -1.853 -0.224 2.683 0.102
```

Computed properties:
- Energy above the lowest of the compared OMol25 structures with the same formula, charge and spin: 0.0 kJ/mol
- LUMO: -7.2 eV
- Net charge: +2

---

# 3
The following is a DFT calculation (ωB97M-V/def2-TZVPD) of a molecular structure, C28H20N5O2S5Y at a distorted geometry.

Geometry as XYZ:
```
61
Properties=species:S:1:pos:R:3:lowdin_charge:R:1
Y 0.162 -0.556 -0.618 1.365
C -2.927 -2.626 3.909 -0.418
S -2.894 -0.839 3.611 0.858
C -1.965 -0.672 2.138 -1.149
S -1.184 -1.998 1.404 0.580
N -1.972 0.584 1.763 -0.129
N -1.314 0.951 0.660 -0.097
C -1.482 2.187 0.294 -0.070
C -0.911 2.679 -0.930 -0.254
C -1.040 4.029 -1.290 -0.006
C -0.528 4.460 -2.496 -0.048
C 0.074 3.528 -3.332 -0.038
C 0.163 2.211 -2.907 -0.102
N -0.288 1.790 -1.732 0.057
H -3.102 -2.752 4.973 0.028
H -1.979 -3.066 3.614 -0.013
H -3.735 -3.069 3.334 0.034
H -2.116 2.846 0.885 0.132
H -1.542 4.710 -0.620 0.115
H -0.603 5.495 -2.796 0.112
H 0.463 3.810 -4.296 0.107
H 0.611 1.456 -3.539 0.104
S 4.625 0.016 1.680 1.130
C 3.538 0.039 3.031 -0.460
C 3.834 0.172 4.377 -0.095
C 2.788 0.138 5.277 -0.087
C 1.471 -0.002 4.843 -0.069
C 1.172 -0.102 3.503 -0.012
C 2.211 -0.096 2.574 -0.297
N 2.091 -0.212 1.214 0.034
C 3.250 -0.178 0.611 -0.513
C 3.418 -0.275 -0.820 -0.277
C 4.708 -0.258 -1.367 -0.071
C 4.879 -0.302 -2.733 -0.085
C 3.759 -0.374 -3.547 -0.081
C 2.487 -0.441 -2.995 -0.146
C 2.246 -0.394 -1.614 -0.193
H 4.853 0.302 4.704 0.106
H 2.993 0.224 6.332 0.102
H 0.669 -0.026 5.565 0.106
H 0.153 -0.185 3.167 0.056
H 5.569 -0.219 -0.712 0.076
H 5.868 -0.296 -3.166 0.102
H 3.875 -0.396 -4.622 0.101
H 1.653 -0.565 -3.676 0.059
O -0.099 -1.988 -3.846 -0.286
S -0.845 -2.407 -2.690 0.628
O -0.019 -2.927 -1.600 -0.379
N -1.678 -1.158 -2.028 -0.248
C -2.997 -1.385 -2.086 -0.881
S -4.129 -0.399 -1.413 0.681
C -3.363 -2.622 -2.801 -0.236
C -4.635 -3.052 -3.152 -0.021
C -4.761 -4.214 -3.896 -0.056
C -3.644 -4.951 -4.273 -0.062
C -2.369 -4.544 -3.899 -0.033
C -2.259 -3.386 -3.167 -0.199
H -5.499 -2.478 -2.856 0.097
H -5.743 -4.549 -4.199 0.109
H -3.776 -5.842 -4.870 0.108
H -1.492 -5.110 -4.171 0.121
```

Computed properties:
- Energy above the lowest of the compared OMol25 structures with the same formula, charge and spin: 18.5 kJ/mol
- LUMO: -0.9 eV